# 1
12
Properties=species:S:1:pos:R:3 method="wB97M-V/def2-TZVPD" de_lowest_kcal_mol=35.9 smiles="C#CCC(C)=O" molar_mass_g_mol=82.10 orbital_gap_ev=10.562 e_homo_ev=-9.68 lumo_energy_ha=0.0323
C 1.37387 -0.13270 -0.75517
C 0.84011 0.58102 0.46771
O 1.54916 0.90532 1.39101
C -0.66436 0.86940 0.49336
C -1.42275 -0.36551 0.28615
C -1.96536 -1.42724 0.12061
H 2.38568 0.21994 -0.96515
H 0.72962 0.00284 -1.62853
H 1.42181 -1.20667 -0.54387
H -0.89401 1.58939 -0.30428
H -0.90663 1.33441 1.45309
H -2.44714 -2.37020 -0.01493

***

# 2
12
Properties=species:S:1:pos:R:3 method="wB97M-V/def2-TZVPD" de_lowest_kcal_mol=42.1 smiles="C#CC(=O)CC" molar_mass_g_mol=82.10 orbital_gap_ev=10.792 e_homo_ev=-10.26 lumo_energy_ha=0.0195
C 0.18473 0.84994 -1.73458
C 0.21190 -0.17891 -0.60561
C -0.27402 0.34189 0.71583
O -0.52551 1.49912 0.93253
C -0.24219 -0.66798 1.78651
C -0.32905 -1.49390 2.66005
H 0.56912 0.41550 -2.66397
H 0.79663 1.71174 -1.46292
H -0.82603 1.22609 -1.94015
H 1.22240 -0.42100 -0.26158
H -0.37332 -1.07584 -0.87814
H -0.41466 -2.20664 3.45204

***

# 3
12
Properties=species:S:1:pos:R:3 method="wB97M-V/def2-TZVPD" de_lowest_kcal_mol=99.4 molar_mass_g_mol=82.10 orbital_gap_ev=8.689 e_homo_ev=-8.70 lumo_energy_ha=-0.0005
C -0.47855 0.79514 -1.90209
C 0.60177 0.36819 -0.93604
C 0.73388 -0.07665 1.34380
O -0.04898 0.00143 0.29876
C 0.01591 -0.78748 2.36391
C -0.39828 -1.56231 3.19809
H -0.11055 0.77015 -2.92958
H -0.83001 1.80614 -1.69612
H -1.32332 0.10596 -1.82679
H 1.34857 1.13454 -0.71977
H 1.10980 -0.53789 -1.27593
H -0.76791 -2.25771 3.92017

***

# 4
12
Properties=species:S:1:pos:R:3 method="wB97M-V/def2-TZVPD" de_lowest_kcal_mol=92.9 molar_mass_g_mol=82.10 orbital_gap_ev=9.374 e_homo_ev=-8.54 lumo_energy_ha=0.0308
C -1.91801 0.51467 -1.03019
C -1.56792 -0.69238 -0.57686
C -0.30346 -0.58640 -0.13952
C 0.39625 -0.11167 1.09452
C 1.64532 -0.27069 0.21809
O 0.80450 -0.67008 -0.89894
H -2.81146 0.82059 -1.55168
H -1.16963 1.30674 -0.89697
H 0.14265 0.91814 1.38205
H 0.27398 -0.77599 1.94504
H 2.30932 -1.09135 0.48088
H 2.19847 0.63843 -0.02641